Entry 1:
Computed, not measured: a 10-piece molecular cluster, C37H67Cl2N2O9S overall, with ωB97M-V/def2-TZVPD.

- LUMO level: -4.76 eV
- Highest occupied orbital energy: -10.31 eV

Structure (ORCA input):
```
! RIJCOSX wB97M-V def2-TZVPD def2/J DEFGRID3
* xyz 1 1
H 6.70 7.13 -3.09
O 5.03 6.16 1.78
H 2.58 1.37 -2.24
H 4.73 8.51 2.58
H 6.97 5.72 -4.14
C 3.50 2.60 3.91
H 3.74 5.42 -1.39
H 3.54 6.60 -2.70
O -8.23 -8.50 -1.66
H 9.25 4.16 2.29
C 5.37 5.49 -2.76
H 9.41 0.61 3.69
H 5.46 5.44 4.74
C -1.00 -1.47 3.30
O -4.29 -7.71 -4.04
C 5.39 6.50 2.88
O -2.44 -2.93 -3.40
H -2.51 -1.28 -2.41
H -6.27 -9.72 -2.83
H 3.65 -0.11 4.77
H -9.65 -0.46 1.10
H -4.74 -8.38 -1.07
C -8.02 -0.35 -0.26
H -8.29 -6.00 -3.45
C 5.21 7.92 3.36
H -9.23 -5.90 -0.36
C 4.15 0.96 -0.72
H 8.25 1.81 4.26
O -7.77 -1.53 -0.15
H -0.05 -1.73 2.84
H 2.72 2.01 3.42
H 8.52 1.58 2.51
H -8.76 1.08 1.15
H 3.53 -0.18 -2.62
C -4.52 -8.55 -3.20
H -6.72 1.33 -0.58
H 0.07 -1.37 -2.65
C -2.39 -0.37 -1.73
H -4.84 -10.66 -3.37
C 4.66 1.70 4.26
H 4.49 2.01 -1.05
C 6.05 5.53 3.83
H -2.51 0.37 4.87
H -9.87 0.72 -0.21
C -3.94 -8.45 -1.81
H -10.12 -7.43 -0.41
H 3.11 3.07 4.81
C -4.11 -4.44 -4.16
C 4.25 6.16 -2.00
H 0.61 0.29 -3.14
C 4.39 0.56 5.20
N -3.66 1.21 -0.33
H 10.58 4.69 3.34
C -7.19 0.53 -1.17
H 6.18 8.37 3.58
H 4.58 7.93 4.25
O 11.24 2.31 3.75
H -1.60 0.09 6.36
C -8.48 -7.32 -1.77
C -1.01 0.20 -1.55
H 4.05 0.94 6.16
Cl 0.96 1.71 1.43
C 10.08 2.62 3.53
C -0.74 -0.81 4.63
C 6.21 6.34 -3.67
H 8.98 4.39 4.04
H -1.58 -5.71 -4.42
H -4.40 -0.35 -1.30
H 5.07 0.30 -0.81
C -9.62 -6.68 -1.02
H -1.85 -4.68 -5.86
C 0.81 3.24 -0.88
H -0.61 4.52 -2.14
C -9.15 0.30 0.49
C -7.66 -6.43 -2.67
H -7.83 0.97 -1.94
C 9.69 4.06 3.28
H -0.06 2.92 -2.98
C -2.71 -3.92 -4.06
C -2.42 1.78 -0.12
H -4.78 -3.80 -3.58
H -10.34 -6.26 -1.73
C -1.64 -4.68 -4.79
H 7.06 5.87 4.07
H -6.42 -0.06 -1.65
H 1.08 4.32 -2.77
C 0.21 2.21 -0.17
H -4.43 -4.43 -5.21
H -7.19 -5.64 -2.09
O 5.77 1.90 3.79
H -5.75 -9.67 -4.53
H 5.58 6.79 -4.44
C -1.94 -0.37 5.43
C 0.31 -0.34 -2.22
H 6.12 4.55 3.35
H -0.67 -4.20 -4.63
Cl 2.32 3.98 -0.14
H -6.88 -7.03 -3.15
C -1.06 1.40 -0.61
N -3.51 0.15 -1.12
H 4.66 6.94 -1.35
C 8.99 1.59 3.50
O 0.39 -0.64 5.04
H -1.53 -0.78 2.64
H -3.33 -7.55 -1.74
C 0.23 3.75 -2.26
H -3.31 -9.32 -1.61
S 1.72 -0.60 -1.04
H 3.75 1.05 0.34
H 5.32 0.00 5.36
H -1.58 -2.38 3.44
C 3.09 0.46 -1.80
O 5.58 4.30 -2.63
C -5.40 -9.73 -3.49
H -2.56 -1.23 5.67
H -2.46 2.70 0.56
H 3.84 3.38 3.22
H -4.17 -5.45 -3.76
*
```

Entry 2:
Computed, not measured: C37H68BCl2N8O3S5Sc as an isolated structure, with ωB97M-V/def2-TZVPD.

- LUMO level: -3.90 eV
- Highest occupied orbital energy: -12.35 eV

Structure (ORCA input):
```
! RIJCOSX wB97M-V def2-TZVPD def2/J DEFGRID3
* xyz 2 1
H -4.40 -4.20 -1.65
S 1.02 3.22 -1.12
C -3.64 -1.00 3.23
N 1.40 -3.88 1.71
H 2.87 -2.70 -0.25
H 4.23 -3.84 -0.23
H 3.20 2.31 1.15
H 1.23 4.13 1.04
S -2.33 -0.02 -0.21
N 0.15 0.07 -2.40
C 2.59 -4.47 1.01
O 0.53 2.02 -0.29
H -3.18 -4.70 0.72
H -2.40 3.21 -2.53
C -0.85 -0.02 -5.74
Cl 3.10 -0.36 -2.24
H -0.34 1.83 5.12
H 0.65 -2.37 -5.58
B -2.07 -2.57 2.03
H 4.02 -1.45 3.29
O 2.26 -0.14 0.70
H -1.73 2.41 -1.14
C -2.14 2.22 3.95
H -2.62 -0.07 -2.84
C 3.14 -0.83 3.16
H -2.86 1.87 5.97
H -2.68 -3.40 2.65
H -4.05 2.68 4.93
C -3.24 -3.79 0.15
H -0.02 2.35 3.46
H -0.89 0.72 -7.76
C 1.07 4.60 0.06
H -3.44 4.11 -0.51
C -5.21 -0.46 -2.02
H -2.36 -1.65 -3.60
H 4.60 3.16 3.25
C 3.46 -3.37 0.38
H 3.82 -4.57 2.81
H 3.76 4.72 0.95
S 0.27 -2.62 -0.47
H 2.94 -5.95 -0.51
C -0.10 -3.55 3.28
C 3.45 -5.23 2.02
H 4.31 -5.64 1.49
Cl 5.03 1.57 -1.16
H -4.47 0.75 4.24
N -2.40 0.79 3.60
N 0.19 -0.48 -4.80
H 2.55 1.92 2.76
H 3.66 0.55 4.78
H -5.68 0.03 -2.88
H 1.52 -4.94 -0.83
H -4.71 0.31 -1.42
S 0.00 0.07 2.40
H -4.41 -1.75 3.18
C -0.38 3.74 -2.16
S 3.48 0.07 1.60
H 5.48 2.40 1.92
H -3.55 -0.52 -4.29
H -2.34 4.11 2.92
H 2.37 -1.58 -7.13
C -2.99 2.59 5.17
C 1.17 -1.44 -5.35
C 3.40 1.80 2.09
H -0.68 -3.51 4.19
N -2.38 -1.21 2.71
H 5.14 1.50 3.39
C -4.95 -2.53 -3.37
H 0.42 1.39 -6.76
C 2.82 -0.06 4.43
C -2.42 4.41 -0.75
H -5.79 -2.98 -2.85
H 2.08 6.45 0.34
H 1.95 -1.63 -4.62
H -2.66 3.57 5.54
N -2.65 -2.62 0.59
H 5.41 -0.20 -2.66
H 4.36 5.71 -0.38
C 4.79 -0.07 -1.78
H -5.99 -0.92 -1.42
H 2.61 -0.79 5.21
C -4.22 -1.51 -2.51
C -2.88 -1.66 -0.32
O 0.70 -0.51 -7.53
H 2.91 -6.06 2.47
H 1.76 -4.62 3.72
H 2.30 -1.47 2.87
C 1.10 -4.10 3.05
C -1.77 3.37 -1.65
Sc 0.36 -0.02 -0.17
H -5.35 -2.02 -4.24
C 0.37 -3.19 1.16
C -3.11 -0.89 -3.36
C -0.68 2.49 4.31
H -0.25 4.82 -2.29
H -0.60 3.52 4.65
C 4.73 2.24 2.70
H -1.89 4.54 0.19
H -4.28 -3.32 -3.73
H 2.34 0.04 -6.39
C -3.66 0.23 3.77
H -0.18 3.26 -3.13
C 3.59 4.99 -0.10
C -3.84 -3.54 -1.02
N -0.56 -3.00 2.11
H 0.10 5.09 0.05
C -0.15 0.49 -6.99
H 1.45 -6.21 0.40
H -1.94 2.74 1.86
C 2.20 5.57 -0.29
C -1.64 -0.11 2.93
H 5.05 -0.78 -1.00
H -1.49 -0.86 -5.99
H 3.96 -2.79 1.16
H 2.07 5.91 -1.33
H -3.59 2.93 2.49
H 1.94 0.56 4.32
C -2.53 3.06 2.73
C 2.09 -5.45 -0.05
H 3.74 4.10 -0.72
N -3.62 -2.20 -1.32
H -1.44 0.77 -5.27
H -2.48 5.38 -1.25
C 0.15 -0.20 -3.53
C 1.74 -0.85 -6.63
*
```

Entry 3:
Computed, not measured: a 4-piece molecular cluster, C37H68ClN6O4 overall, with ωB97M-V/def2-TZVPD.

- LUMO level (spin up / spin down): -0.25 / -0.30 eV
- Expectation value of S²: 3.764
- Highest occupied orbital energy (spin up / spin down): -8.66 / -9.24 eV

Structure (ORCA input):
```
! RIJCOSX wB97M-V def2-TZVPD def2/J DEFGRID3
* xyz 0 4
H -0.08 -4.63 -1.71
C 5.91 3.47 1.07
Cl -8.21 -0.84 -0.07
C 1.56 -7.53 -0.82
H 3.42 4.11 2.06
H 2.29 -8.20 2.53
H -6.82 -3.32 0.37
H 1.70 -3.22 0.42
H -5.52 -1.08 -1.02
H -0.25 -8.05 2.12
H -5.27 -0.67 1.24
C -3.22 -2.50 0.74
H -0.86 0.52 1.60
C 5.34 4.91 1.26
H -7.97 -4.16 -1.43
C 5.11 5.76 -2.57
H -5.60 -3.78 1.74
C -1.21 5.04 1.47
H 6.14 6.14 2.93
H -1.21 6.14 1.39
C 6.91 3.35 -0.07
H -5.32 -0.33 -3.22
H -3.87 4.58 0.97
C -3.27 -1.17 -1.52
C 0.26 3.05 1.85
O 3.64 4.95 -0.36
H 1.06 3.66 -0.71
C -0.27 0.84 0.74
H -0.32 2.69 2.71
H 0.92 4.97 1.09
H -0.76 4.31 -1.80
C 0.61 -6.66 -1.63
C 0.00 -8.17 1.06
H 0.89 -6.71 -2.69
N -1.61 2.92 0.13
H 7.72 6.03 -0.35
O -5.46 -4.89 -2.72
H -8.16 -2.57 -2.58
C 6.32 3.89 -1.37
H -4.26 -4.10 -0.51
H 1.30 2.74 2.04
N -5.11 -2.48 -2.69
H 6.38 3.13 2.00
O 2.57 -5.51 1.22
C -4.54 -3.03 -0.14
H 6.68 7.34 -0.94
H 3.43 -7.94 1.19
H 0.75 0.47 0.91
H 5.83 5.74 -3.40
H 5.50 3.23 -1.69
H -8.11 -4.33 -3.30
H -0.01 -2.89 0.19
H -1.56 -4.32 1.06
H 1.64 -4.80 -1.42
H 0.49 4.97 2.79
O -2.57 2.35 0.98
C 0.20 4.57 1.81
H -5.74 -1.70 2.86
H -5.07 -1.50 -4.70
H -1.83 5.66 -1.66
C 0.43 -5.05 0.38
H 2.59 -7.24 -1.06
H -1.86 4.81 2.32
H -0.42 -7.05 -1.57
H 0.09 -9.25 0.88
H 4.61 4.49 3.30
H -0.29 5.71 -0.82
N 1.25 -6.00 1.19
C 0.66 -5.22 -1.15
N 4.89 5.52 -0.04
C 6.42 5.83 1.91
N -2.03 -0.77 -1.74
C -5.82 -2.97 0.90
H 2.35 -9.32 1.17
H -8.19 -1.43 2.45
C 2.41 -8.26 1.45
C -1.79 4.41 0.18
C -0.26 2.39 0.55
C -7.51 -0.90 1.65
H 7.17 2.29 -0.21
H 3.74 5.80 2.50
H 0.58 -3.36 1.80
C 0.70 -3.55 0.72
C -5.59 -1.41 -3.64
H 7.58 6.32 -2.06
H 7.40 5.35 1.99
H 7.08 3.84 -2.15
C -1.08 -5.25 0.72
H 1.45 -8.57 -1.14
C 4.21 4.83 2.33
C 0.77 2.62 -0.59
H -7.39 0.22 2.02
H -1.66 -5.61 -0.14
H -1.24 -5.95 1.55
C 1.31 -7.43 0.71
C -1.12 5.05 -1.08
H 1.71 2.08 -0.37
C -3.28 4.86 0.08
H -3.36 5.95 0.00
C -6.04 -3.67 -2.61
H 6.55 6.78 1.38
H -3.78 4.42 -0.80
H 5.08 2.77 0.88
H 4.70 6.77 -2.51
N -2.18 -2.12 1.41
H 7.84 3.86 0.18
C 7.01 6.31 -1.12
C 5.79 5.34 -1.22
H -6.74 -1.40 -3.84
H -0.86 -7.84 0.47
H 0.40 2.24 -1.54
H -0.65 0.33 -0.16
C -7.67 -3.63 -2.44
C -5.96 -1.53 1.70
H 4.30 5.08 -2.85
C -4.75 -1.92 -1.33
*
```

Number 1: maximum force 4.4 eV/A. Number 2: maximum force 1.2 eV/A. Number 3: maximum force 12.7 eV/A.